Entry 1:
Molecular formula: C24H16N6NdO2Se
Method: DFT, ωB97M-V/def2-TZVPD

Calculated values
HOMO (spin up / spin down)	-10.17 / -10.16	eV
LUMO (spin up / spin down)	-0.166 / -0.166	Eh
net charge	+1
multiplicity	4
M	643.6	Da

Structure (XYZ):
```
50
C24H16N6NdO2Se (ωB97M-V/def2-TZVPD)
Nd 0.075 -0.145 0.009
O 1.464 0.652 -4.016
C 0.881 0.562 -2.953
N 1.367 0.527 -1.691
C 2.751 0.549 -1.371
C 3.768 0.632 -2.323
C 5.102 0.591 -1.953
C 5.448 0.470 -0.621
C 4.462 0.406 0.349
C 3.109 0.455 0.010
N 2.051 0.376 0.961
C 2.234 0.077 2.268
O 3.266 -0.087 2.894
C 0.920 -0.161 3.032
C 1.018 -0.463 4.383
C -0.126 -0.769 5.098
C -1.349 -0.768 4.439
C -1.371 -0.453 3.098
N -0.268 -0.157 2.394
C -0.652 0.469 -3.012
C -1.250 0.606 -4.258
C -2.626 0.533 -4.368
C -3.380 0.317 -3.222
C -2.720 0.188 -2.019
N -1.385 0.256 -1.900
H 3.496 0.722 -3.360
H 5.867 0.661 -2.714
H 6.489 0.431 -0.328
H 4.730 0.338 1.389
H 2.001 -0.453 4.830
H -0.072 -1.012 6.150
H -2.269 -1.006 4.953
H -2.312 -0.431 2.557
H -0.603 0.769 -5.108
H -3.111 0.643 -5.329
H -4.459 0.257 -3.257
H -3.280 0.025 -1.103
Se -1.528 -3.504 -0.923
N -0.199 -2.541 -0.194
C 0.681 -3.413 0.326
C 1.899 -3.074 0.961
C 2.670 -4.080 1.460
C 2.292 -5.448 1.343
C 1.148 -5.820 0.712
C 0.308 -4.804 0.183
N -0.836 -5.020 -0.447
H 2.232 -2.047 1.010
H 3.605 -3.827 1.943
H 2.945 -6.206 1.754
H 0.866 -6.857 0.595
```

***

Entry 2:
Molecular formula: C24H17BrCl3GeO7S2Ti
Method: DFT, ωB97M-V/def2-TZVPD

Calculated values
HOMO (spin up / spin down)	-8.70 / -8.75	eV
LUMO (spin up / spin down)	-0.007 / -0.006	Eh
multiplicity	2
relative energy (zero: lowest compared OMol25 entry of this formula, charge and spin)	0.3070	eV
M	788.3	Da

Structure (XYZ):
```
56
C24H17BrCl3GeO7S2Ti (ωB97M-V/def2-TZVPD)
Ti 1.301 0.814 0.319
O 3.219 4.011 -0.971
S 2.614 2.725 -1.027
O 3.182 1.702 -0.097
O 1.159 2.637 -0.764
C 2.713 2.150 -2.716
C 3.454 2.937 -3.577
C 3.465 2.675 -4.942
C 2.716 1.632 -5.448
C 1.978 0.826 -4.588
C 1.968 1.070 -3.226
S 1.171 -0.195 -2.232
O 0.809 -1.247 -3.120
O 2.196 -0.485 -1.203
O 0.055 0.360 -1.412
H 4.001 3.775 -3.169
H 4.052 3.300 -5.602
H 2.707 1.427 -6.509
H 1.420 -0.018 -4.967
Cl -3.399 3.476 5.784
C -2.257 2.918 4.603
C -2.309 3.413 3.313
C -1.402 2.950 2.379
Cl -1.514 3.532 0.760
C -0.427 1.989 2.689
O 0.411 1.547 1.754
C -0.407 1.533 4.010
Cl 0.808 0.414 4.524
C -1.307 1.984 4.962
H -3.051 4.143 3.027
H -1.252 1.606 5.972
Br 2.114 -1.243 1.765
Ge 0.031 -2.420 1.492
C 0.207 -3.227 -0.247
C -0.925 -3.314 -1.055
C -0.864 -3.970 -2.276
C 0.329 -4.536 -2.694
C 1.463 -4.448 -1.897
C 1.404 -3.797 -0.676
C -1.619 -1.470 1.819
C -2.294 -1.826 2.988
C -3.517 -1.250 3.297
C -4.073 -0.307 2.445
C -3.415 0.043 1.275
C -2.199 -0.542 0.955
H 0.277 -3.366 2.672
H -1.858 -2.858 -0.739
H -1.744 -4.026 -2.903
H 0.381 -5.040 -3.651
H 2.397 -4.879 -2.232
H 2.297 -3.713 -0.069
H -1.854 -2.539 3.675
H -4.029 -1.530 4.210
H -5.020 0.155 2.693
H -3.846 0.776 0.605
H -1.719 -0.275 0.023
```

***

Entry 3:
Molecular formula: C24H17BrF5KN4O3SSe2
Method: DFT, ωB97M-V/def2-TZVPD

Calculated values
HOMO	0.59	eV
LUMO	0.132	Eh
net charge	-2
multiplicity	1
M	813.4	Da

Structure (XYZ):
```
58
C24H17BrF5KN4O3SSe2 (ωB97M-V/def2-TZVPD)
K 0.665 0.377 -0.385
Se 2.957 -1.781 -2.899
Se 4.321 -1.180 -1.041
C 3.153 -2.095 0.179
C 3.579 -3.277 0.793
C 2.724 -3.932 1.683
C 1.460 -3.403 1.947
C 1.068 -2.221 1.314
N 1.916 -1.598 0.452
C 2.634 0.065 -3.325
C 3.207 0.622 -4.473
C 2.962 1.963 -4.777
C 2.153 2.729 -3.935
C 1.599 2.138 -2.797
N 1.848 0.830 -2.519
H 4.561 -3.683 0.586
H 3.042 -4.847 2.167
H 0.790 -3.903 2.635
H 0.091 -1.798 1.508
H 3.833 0.024 -5.122
H 3.398 2.407 -5.663
H 1.957 3.769 -4.163
H 0.969 2.718 -2.136
N 1.848 0.379 3.978
C 1.703 0.112 2.666
N 2.422 -0.944 2.241
O 0.985 0.767 1.930
H 2.440 -0.160 4.588
H 1.331 1.162 4.354
H 3.015 -1.486 2.846
H 2.353 -1.192 1.264
F -5.426 -4.991 2.696
C -4.480 -4.168 2.216
C -4.685 -3.504 1.016
F -5.830 -3.691 0.342
C -3.708 -2.649 0.513
F -3.959 -2.031 -0.655
C -2.508 -2.451 1.215
S -1.295 -1.393 0.597
C -2.316 -3.131 2.429
F -1.193 -2.988 3.154
C -3.301 -3.983 2.921
F -3.114 -4.631 4.082
Br -5.748 4.194 -1.338
C -3.871 4.104 -1.115
C -3.252 2.866 -0.962
C -1.866 2.803 -0.797
C -1.085 3.971 -0.784
C -1.734 5.208 -0.941
C -3.120 5.277 -1.105
C 0.420 3.899 -0.605
O 1.055 5.000 -0.602
O 0.932 2.743 -0.473
H -3.828 1.946 -0.968
H -1.375 1.838 -0.677
H -1.140 6.121 -0.932
H -3.592 6.247 -1.224
H -0.967 0.833 -1.898
```

***

Entry 4:
Molecular formula: C24H17BrN3O2ReSSe2
Method: DFT, ωB97M-V/def2-TZVPD

Calculated values
HOMO (spin up / spin down)	-13.62 / -15.86	eV
LUMO (spin up / spin down)	-0.300 / -0.322	Eh
net charge	+3
multiplicity	4
relative energy (zero: lowest compared OMol25 entry of this formula, charge and spin)	0.0000	eV
M	835.5	Da

Structure (XYZ):
```
51
C24H17BrN3O2ReSSe2 (ωB97M-V/def2-TZVPD)
Re 2.390 0.978 -1.688
Se 4.244 2.269 -0.270
Se 5.044 3.029 -2.340
C 4.773 1.414 -3.417
C 5.763 1.151 -4.361
C 5.520 0.036 -5.221
C 4.357 -0.739 -4.981
C 3.445 -0.398 -4.016
N 3.682 0.681 -3.262
C 2.698 3.250 -0.088
C 2.561 4.375 0.626
C 1.318 5.010 0.666
C 0.264 4.444 0.053
C 0.502 3.335 -0.774
N 1.690 2.724 -0.797
H 6.732 1.634 -4.427
H 6.220 -0.248 -5.986
H 4.174 -1.673 -5.519
H 2.581 -1.102 -3.853
H 3.322 4.817 1.291
H 1.139 5.896 1.269
H -0.768 4.714 0.148
H -0.196 2.862 -1.424
S -1.798 -0.125 -2.034
C -0.183 -0.362 -1.805
N 0.659 0.401 -2.655
C -0.119 0.911 -3.691
C 0.367 1.481 -4.910
C -0.615 1.921 -5.805
C -2.001 1.839 -5.511
C -2.435 1.291 -4.318
C -1.470 0.765 -3.460
H 0.237 -0.895 -0.957
H 1.397 1.466 -5.167
H -0.371 2.402 -6.713
H -2.770 2.216 -6.136
H -3.510 1.330 -4.144
Br -1.925 -5.454 10.187
C -3.415 -5.197 9.150
C -3.297 -5.399 7.721
C -4.441 -5.062 6.918
C -5.607 -4.622 7.578
C -5.639 -4.392 8.938
C -4.557 -4.666 9.687
C -6.797 -4.404 6.743
O -7.725 -4.411 6.077
O 2.405 -0.185 -0.497
H -2.404 -5.760 7.235
H -4.367 -5.093 5.861
H -6.551 -4.038 9.358
H -4.524 -4.414 10.720
```

***

Entry 5:
Molecular formula: C24H17ClN5O2SV
Method: DFT, ωB97M-V/def2-TZVPD

Calculated values
HOMO (spin up / spin down)	-14.13 / -14.15	eV
LUMO (spin up / spin down)	-0.319 / -0.314	Eh
net charge	+2
multiplicity	1
relative energy (zero: lowest compared OMol25 entry of this formula, charge and spin)	1.0862	eV
M	525.9	Da

Structure (XYZ):
```
51
C24H17ClN5O2SV (ωB97M-V/def2-TZVPD)
V -1.136 0.502 -0.667
N -3.057 3.849 0.984
C -2.515 2.640 0.847
S -3.162 1.542 -0.373
N -1.552 2.223 1.633
N -1.239 0.927 1.318
C -1.068 0.108 2.301
C -1.004 -1.317 2.178
C -0.760 -2.135 3.290
C -0.953 -3.497 3.200
C -1.441 -4.060 2.019
C -1.712 -3.280 0.908
C -1.457 -1.917 0.982
O -1.673 -1.121 -0.062
H -3.826 4.141 0.405
H -2.846 4.393 1.808
H -1.089 0.552 3.293
H -0.435 -1.689 4.222
H -0.756 -4.129 4.054
H -1.622 -5.125 1.974
H -2.103 -3.709 -0.004
Cl 3.279 6.054 0.838
C 2.176 4.880 0.243
C 1.089 5.291 -0.535
C 0.180 4.375 -1.029
C 0.357 3.033 -0.716
O -0.494 2.108 -1.157
C 1.461 2.601 0.049
C 1.714 1.201 0.134
N 0.849 0.276 -0.115
C 1.311 -1.042 -0.425
C 2.253 -1.779 0.235
C 2.656 -3.015 -0.318
C 2.138 -3.474 -1.497
C 1.149 -2.729 -2.183
C 0.534 -3.107 -3.399
C -0.437 -2.311 -3.946
C -0.829 -1.140 -3.276
N -0.258 -0.754 -2.151
C 0.730 -1.518 -1.612
C 2.383 3.544 0.517
H 0.973 6.344 -0.751
H -0.654 4.686 -1.641
H 2.743 0.894 0.318
H 2.692 -1.434 1.163
H 3.401 -3.597 0.206
H 2.472 -4.415 -1.914
H 0.835 -4.025 -3.888
H -0.924 -2.569 -4.875
H -1.625 -0.521 -3.674
H 3.251 3.241 1.087
```

***

Entry 6:
Molecular formula: C24H18AsBrCl5F8N2O3Ti
Method: DFT, ωB97M-V/def2-TZVPD

Calculated values
HOMO (spin up / spin down)	-2.80 / -3.60	eV
LUMO (spin up / spin down)	0.142 / 0.142	Eh
net charge	-2
multiplicity	2
relative energy (zero: lowest compared OMol25 entry of this formula, charge and spin)	0.0000	eV
M	914.4	Da

Structure (XYZ):
```
63
C24H18AsBrCl5F8N2O3Ti (ωB97M-V/def2-TZVPD)
Ti 0.657 -0.185 0.267
Cl 2.325 2.405 -1.103
C 0.787 3.020 -0.575
C -0.115 2.153 0.046
C -1.302 2.751 0.458
Cl -2.521 1.797 1.274
C -1.601 4.104 0.276
Cl -3.094 4.781 0.822
C -0.674 4.920 -0.363
Cl -1.016 6.593 -0.618
C 0.532 4.376 -0.793
Cl 1.682 5.387 -1.592
F 2.201 0.336 1.058
As 5.308 -0.867 -1.426
F 5.190 0.703 -2.345
F 3.509 -1.061 -1.488
F 5.458 -1.745 -2.904
F 5.417 -2.393 -0.466
F 7.111 -0.682 -1.346
N 2.308 4.666 5.044
C 1.830 3.652 4.790
C 1.206 2.397 4.501
C 0.914 1.505 5.534
C 0.304 0.312 5.216
C -0.007 0.045 3.885
N 0.271 0.895 2.901
C 0.877 2.036 3.196
H 1.169 1.759 6.555
H 0.062 -0.415 5.978
H -0.514 -0.868 3.592
H 1.115 2.688 2.363
C 1.444 0.103 -3.609
C 0.529 -0.843 -2.844
C -0.924 -0.668 -3.273
C 0.974 -2.293 -3.009
O 0.591 -0.549 -1.459
H 1.410 -0.138 -4.676
H 2.467 0.007 -3.250
H 1.119 1.134 -3.475
H -1.032 -0.869 -4.343
H -1.255 0.354 -3.072
H -1.558 -1.362 -2.722
H 0.918 -2.587 -4.060
H 0.330 -2.948 -2.420
H 2.002 -2.396 -2.662
Br -3.276 -4.558 1.837
C -3.719 -3.278 0.508
C -4.706 -3.644 -0.398
C -5.077 -2.773 -1.408
C -4.447 -1.543 -1.522
C -3.448 -1.199 -0.630
C -3.069 -2.051 0.408
C -2.005 -1.565 1.369
O -2.104 -1.806 2.561
O -1.107 -0.843 0.804
H -5.173 -4.615 -0.306
H -5.850 -3.065 -2.109
H -4.721 -0.856 -2.312
H -2.926 -0.255 -0.717
F 0.444 -3.163 0.397
C 1.261 -2.150 0.873
F 1.241 -2.283 2.253
H 2.279 -2.365 0.530
```

***

> Look up the multiplicity of the sixth one.

2

***

Please write out number 4 again, unchanged.
Molecular formula: C24H17BrN3O2ReSSe2
Method: DFT, ωB97M-V/def2-TZVPD

Calculated values
HOMO (spin up / spin down)	-13.62 / -15.86	eV
LUMO (spin up / spin down)	-0.300 / -0.322	Eh
net charge	+3
multiplicity	4
relative energy (zero: lowest compared OMol25 entry of this formula, charge and spin)	0.0000	eV
M	835.5	Da

Structure (XYZ):
```
51
C24H17BrN3O2ReSSe2 (ωB97M-V/def2-TZVPD)
Re 2.390 0.978 -1.688
Se 4.244 2.269 -0.270
Se 5.044 3.029 -2.340
C 4.773 1.414 -3.417
C 5.763 1.151 -4.361
C 5.520 0.036 -5.221
C 4.357 -0.739 -4.981
C 3.445 -0.398 -4.016
N 3.682 0.681 -3.262
C 2.698 3.250 -0.088
C 2.561 4.375 0.626
C 1.318 5.010 0.666
C 0.264 4.444 0.053
C 0.502 3.335 -0.774
N 1.690 2.724 -0.797
H 6.732 1.634 -4.427
H 6.220 -0.248 -5.986
H 4.174 -1.673 -5.519
H 2.581 -1.102 -3.853
H 3.322 4.817 1.291
H 1.139 5.896 1.269
H -0.768 4.714 0.148
H -0.196 2.862 -1.424
S -1.798 -0.125 -2.034
C -0.183 -0.362 -1.805
N 0.659 0.401 -2.655
C -0.119 0.911 -3.691
C 0.367 1.481 -4.910
C -0.615 1.921 -5.805
C -2.001 1.839 -5.511
C -2.435 1.291 -4.318
C -1.470 0.765 -3.460
H 0.237 -0.895 -0.957
H 1.397 1.466 -5.167
H -0.371 2.402 -6.713
H -2.770 2.216 -6.136
H -3.510 1.330 -4.144
Br -1.925 -5.454 10.187
C -3.415 -5.197 9.150
C -3.297 -5.399 7.721
C -4.441 -5.062 6.918
C -5.607 -4.622 7.578
C -5.639 -4.392 8.938
C -4.557 -4.666 9.687
C -6.797 -4.404 6.743
O -7.725 -4.411 6.077
O 2.405 -0.185 -0.497
H -2.404 -5.760 7.235
H -4.367 -5.093 5.861
H -6.551 -4.038 9.358
H -4.524 -4.414 10.720
```